# 1
The following is a quantum chemistry calculation of C4H7NO2 in the gas phase in a non-equilibrium geometry, from OMol25.

The geometry in XYZ format:
```
14
C4H7NO2 (ωB97M-V/def2-TZVPD)
N 1.3831 0.7911 0.0104
C 0.0760 0.3636 -0.5416
C 0.2234 -0.2522 -1.8842
O -0.5120 -1.0588 -2.3847
C -0.8442 -0.5307 0.4416
C -0.3017 -0.2928 1.8972
O -0.2835 0.8002 2.3768
H 1.6851 0.1917 0.7544
H 1.2944 1.7515 0.2852
H -0.4882 1.3339 -0.6070
H 1.1304 0.2227 -2.2772
H -0.5699 -1.5911 0.1419
H -1.8923 -0.3066 0.3768
H 0.3081 -1.1624 2.2568
```

Calculated values
M: 101.105 g mol⁻¹
Energy relative to the best compared isomer or geometry (same formula, charge and spin): 230.3 kJ/mol
LUMO energy: 0.5423 eV
SMILES: N[C@@H](C=O)CC=O
Orbital gap: 0.38138 Ha
E: -361.7931 Ha

=====

# 2
The following is a quantum chemistry calculation of C13H20F2I2O2 in the gas phase in a non-equilibrium geometry, from OMol25.

The geometry in XYZ format:
```
39
C13H20F2I2O2 (ωB97M-V/def2-TZVPD)
C 0.0719 1.0362 3.0343
C 1.4216 1.6254 2.3235
C 1.2294 2.0569 0.7335
I 0.2928 4.0215 0.7222
C 0.5797 0.9107 -0.2197
C 1.4879 -0.4202 0.2291
C 1.6118 -1.5683 -0.9257
C 3.2009 -2.0908 -0.9503
I 0.4447 -3.4112 -0.4500
C 0.9130 1.5094 -1.7440
C -0.3146 0.9246 -2.6635
O -0.5378 1.2274 -3.9460
O -1.0574 0.0013 -1.7458
C -1.0211 0.7270 -0.4303
F -1.9108 1.8684 -0.7360
C -1.9032 -0.2739 0.5222
C -3.4105 -0.6354 -0.1064
C -3.4371 -2.0230 -0.9802
F -4.2609 -0.9068 1.1137
H -0.8570 1.7372 2.8946
H -0.2154 -0.0619 2.7332
H 0.2937 1.0054 4.2067
H 2.3925 0.9495 2.4847
H 1.6781 2.6457 2.8878
H 2.3449 2.2231 0.3376
H 2.5891 0.0161 0.3797
H 1.0672 -0.9432 1.1964
H 1.3534 -1.2284 -2.0141
H 3.8108 -1.7435 -0.0134
H 3.2110 -3.2840 -0.9175
H 3.7318 -1.8193 -1.9825
H 1.8785 0.9592 -2.1794
H 1.2294 2.6302 -1.8429
H -1.3451 -1.2466 0.8718
H -2.1528 0.3473 1.5109
H -3.9173 0.2873 -0.6301
H -2.3877 -2.4939 -1.1946
H -4.1839 -2.7829 -0.4662
H -3.9213 -1.7767 -2.0434
```

Calculated values
M: 500.105 g mol⁻¹
LUMO energy: -0.0893 eV
SMILES: CC[C@H](I)[C@]1(C[C@@H](C)I)CC(=O)O[C@@]1(F)C[C@@H](C)F
Orbital gap: 0.35389 Ha
E: -1452.6995 Ha

=====

# 3
The following is a quantum chemistry calculation of C20H22BNO4 in the gas phase in a non-equilibrium geometry, from OMol25.

The geometry in XYZ format:
```
48
C20H22BNO4 (ωB97M-V/def2-TZVPD)
C 5.3155 3.4852 -0.6583
C 3.9766 2.8921 -0.9379
C 3.3353 2.1661 0.0674
C 2.0899 1.6569 -0.1047
C 1.4175 1.8305 -1.3072
C 0.1146 1.4883 -1.8283
C -0.9607 0.6437 -1.2468
C -0.5383 -0.8191 -1.2043
N -1.5767 -1.7603 -0.7617
C -2.4526 -1.5021 0.2781
O -2.4414 -0.4790 0.9259
C -3.4595 -2.5572 0.5924
C -3.5660 -2.9210 2.0556
C -3.5094 -1.8681 2.9559
C -3.7826 -2.0252 4.2868
C -4.1589 -3.2799 4.7304
C -4.1349 -4.3659 3.8651
C -3.7998 -4.2047 2.5355
B 0.7050 -1.0986 -0.2882
O 1.8390 -1.6409 -0.8898
O 0.5766 -0.8161 1.0533
C 0.1142 1.9939 -3.1222
O 1.2737 2.6289 -3.4263
C 2.0987 2.5137 -2.3252
C 3.3991 3.0648 -2.1656
C 4.0077 3.6344 -3.4119
H 5.4714 4.3418 -1.3096
H 5.3242 3.8467 0.3921
H 6.0657 2.7294 -0.7493
H 3.8323 2.0162 1.0432
H 1.6065 1.0897 0.6841
H -1.2489 0.9562 -0.2405
H -1.8759 0.7476 -1.8660
H -0.1771 -1.1721 -2.1938
H -1.5499 -2.6882 -1.2092
H -3.3422 -3.4446 -0.0296
H -4.4239 -2.1441 0.3057
H -3.3638 -0.8616 2.6120
H -3.6579 -1.2075 5.0162
H -4.4820 -3.3862 5.7676
H -4.2549 -5.3398 4.2415
H -3.7305 -5.0336 1.8444
H 2.5169 -1.8315 -0.2167
H -0.3745 -0.5907 1.1530
H -0.7220 1.8953 -3.7747
H 3.7257 4.6801 -3.4706
H 5.1046 3.5857 -3.3340
H 3.6738 3.1510 -4.3341
```

Calculated values
M: 351.211 g mol⁻¹
Energy relative to the best compared isomer or geometry (same formula, charge and spin): 25.4 kJ/mol
LUMO energy: 0.4559 eV
SMILES: Cc1ccc2c(C[C@H](NC(=O)Cc3ccccc3)B(O)O)coc2c1C
Orbital gap: 0.30959 Ha
E: -1156.0006 Ha

=====

# 4
The following is a quantum chemistry calculation of C4H8O2 in the gas phase, from OMol25.

The geometry in XYZ format:
```
14
C4H8O2 (ωB97M-V/def2-TZVPD)
C -1.9651 -0.3567 0.4271
C -0.5757 -0.5009 -0.1494
O -0.2288 0.6358 -0.9268
C 1.1081 0.9981 -0.6155
C 1.5833 -0.1340 0.2956
O 0.3771 -0.5839 0.8796
H -2.2281 -1.2373 1.0206
H -2.6963 -0.2479 -0.3788
H -2.0072 0.5298 1.0652
H -0.5048 -1.3977 -0.7912
H 1.7006 1.0828 -1.5328
H 1.1149 1.9668 -0.1013
H 2.2605 0.1828 1.0914
H 2.0617 -0.9379 -0.2836
```

Calculated values
M: 88.106 g mol⁻¹
Energy relative to the best compared isomer or geometry (same formula, charge and spin): 113.4 kJ/mol
LUMO energy: 1.1055 eV
SMILES: CC1OCCO1
Orbital gap: 0.40232 Ha
E: -307.6692 Ha

=====

# 5
The following is a quantum chemistry calculation of C3H2O3 in the gas phase in a non-equilibrium geometry, from OMol25.

The geometry in XYZ format:
```
8
C3H2O3 (ωB97M-V/def2-TZVPD)
O 2.5335 -0.0565 0.1210
C 1.2837 0.0667 -0.0718
O 0.4691 1.1699 -0.1451
C -0.9380 0.5661 0.1472
C -0.8406 -0.7623 0.0353
O 0.5252 -1.0904 -0.1309
H -1.4891 1.5288 0.0101
H -1.5437 -1.4223 0.0341
```

Calculated values
M: 86.046 g mol⁻¹
Energy relative to the best compared isomer or geometry (same formula, charge and spin): 184.1 kJ/mol
LUMO energy: 0.6971 eV
SMILES: O=c1occo1
Orbital gap: 0.40102 Ha
E: -341.1667 Ha

=====

# 6
The following is a quantum chemistry calculation of 2 unconnected molecules or ions with the total composition C2H8NO, from OMol25.

The geometry in XYZ format:
```
12
C2H8NO (ωB97M-V/def2-TZVPD)
O 2.2378 0.0423 -0.0640
H 2.7504 -0.7371 0.1555
C -0.8311 -1.1765 -0.3499
N -0.5245 -0.0445 0.5211
C -1.0761 1.2094 0.0379
H -0.1202 -1.9964 -0.2280
H -1.7739 -1.6108 0.0033
H -0.8582 -0.9390 -1.4193
H 0.5075 0.0485 0.4714
H -0.8499 1.4033 -1.0262
H -0.6079 1.9750 0.6455
H -2.1727 1.2011 0.1383
```

Calculated values
M: 62.092 g mol⁻¹
Energy relative to the best compared isomer or geometry (same formula, charge and spin): 50.4 kJ/mol
LUMO energy: 4.4840 eV
Orbital gap: 0.26292 Ha
Net charge: -1
E: -210.9651 Ha

=====

# 7
The following is a quantum chemistry calculation of C18H18N2O in the gas phase in a non-equilibrium geometry, from OMol25.

The geometry in XYZ format:
```
39
C18H18N2O (ωB97M-V/def2-TZVPD)
C -0.3030 0.5820 -0.9206
C 0.5224 0.6745 0.2181
C 1.8112 -0.1388 0.2538
C 2.5232 -0.6688 -0.9104
C 3.5427 -1.6082 -0.7949
C 4.1497 -2.1995 -2.0949
C 4.7582 -1.2888 -2.9980
C 4.0247 -1.8802 0.4185
C 3.6450 -1.1362 1.5113
C 2.4874 -0.2991 1.4995
N 2.0159 0.1781 2.7034
C 0.9011 0.9026 2.6732
O 0.6179 1.4368 3.7402
N 0.0353 0.9319 1.5302
C -1.2433 1.6208 1.5591
C -2.4185 0.9690 1.2042
C -3.6574 1.6123 1.2964
C -3.6952 2.9154 1.7320
C -4.9567 3.4148 2.2540
C -2.4584 3.6343 2.0868
C -1.2083 2.9118 2.0293
H -1.2783 1.0813 -0.9452
H 0.0976 0.1132 -1.8818
H 2.2402 -0.4066 -1.8747
H 4.8647 -3.0067 -1.9054
H 3.3478 -2.6258 -2.7209
H 5.5561 -1.7357 -3.5715
H 5.1813 -0.4128 -2.3813
H 4.1163 -1.0117 -3.7275
H 4.9543 -2.3074 0.5072
H 4.1269 -1.1845 2.4484
H 2.2130 -0.0586 3.6272
H -2.2721 -0.0823 0.9606
H -4.5914 1.1584 1.0000
H -4.8694 4.4077 2.5962
H -5.7363 3.3449 1.5348
H -5.4603 2.8796 3.0970
H -2.7055 4.5883 2.5399
H -0.2411 3.3319 2.3439
```

Calculated values
M: 278.355 g mol⁻¹
Energy relative to the best compared isomer or geometry (same formula, charge and spin): 333.7 kJ/mol
LUMO energy: 0.4393 eV
SMILES: C=C1c2cc(CC)ccc2NC(=O)N1c1ccc(C)cc1
Orbital gap: 0.30706 Ha
E: -881.3778 Ha